C14H27N2SSm | the ωB97M-V functional and the def2-TZVPD basis

As for the expectation value of S²: 8.7732. The energy is -1714.6283 hartree. As for the multiplicity: 6. As for the HOMO-LUMO gap (alpha / beta): 8.040 / 8.152 eV. As for the total charge: +2.

XYZ file:
```
45
C14H27N2SSm | OMol25 | the ωB97M-V functional and the def2-TZVPD basis
C -0.741 1.352 -2.857
H -1.458 1.962 -3.426
H 0.163 1.957 -2.713
H -1.188 1.171 -1.862
C -0.430 0.050 -3.584
H 0.262 -0.555 -2.977
H -1.347 -0.546 -3.686
C 0.183 0.281 -4.971
H 0.402 -0.665 -5.476
H -0.500 0.853 -5.608
H 1.119 0.846 -4.895
C 0.648 -0.617 1.963
C 1.569 -1.181 0.948
C 2.101 -0.073 0.193
C 1.618 1.181 0.796
C 0.786 0.860 1.926
C 0.212 1.792 2.902
C 2.010 2.516 0.346
C 3.032 -0.144 -0.932
C 1.899 -2.602 0.792
C -0.021 -1.367 2.991
Sm -0.111 -0.004 -0.047
H 1.350 3.294 0.733
H 3.028 2.752 0.679
H 2.007 2.597 -0.744
H 0.092 2.798 2.497
H -0.769 1.463 3.250
H 0.859 1.873 3.788
H -0.331 -2.360 2.655
H 0.664 -1.508 3.836
H -0.910 -0.860 3.375
H 2.256 -2.839 -0.212
H 2.688 -2.896 1.497
H 1.036 -3.242 0.988
H 2.783 0.578 -1.715
H 4.053 0.085 -0.602
H 3.050 -1.133 -1.393
N -4.463 -1.528 0.463
C -3.583 -0.859 1.290
N -3.955 -0.487 2.568
S -2.259 -0.541 0.816
H -5.412 -1.767 0.771
H -4.198 -1.813 -0.505
H -3.303 0.023 3.204
H -4.889 -0.698 2.937
```